4 unconnected molecules or ions with the total composition C25H47N7O5P, computed with wB97M-V/def2-TZVPD.

Properties
HOMO level ... -11.00 eV
Charge ... +1
LUMO level ... -2.09 eV
HOMO-LUMO gap ... 0.3276 hartree
2S+1 ... 1

Positions of all 85 atoms, in Å:
1 C -3.63044 2.98790 -2.29740
2 C -2.49298 3.66132 -2.34715
3 C -1.33643 4.79194 -2.17942
4 C -0.07411 4.26849 -1.31536
5 C -0.62200 3.85499 0.14511
6 C -0.27933 2.33488 0.60698
7 O -0.81561 2.23770 1.98237
8 C -2.19919 1.78741 1.98272
9 C -2.79653 2.18899 3.46294
10 C -3.70907 3.51852 3.43637
11 O -0.95922 1.30263 -0.14750
12 C -0.27119 0.90169 -1.36174
13 C 1.32851 0.74202 -1.24414
14 P 2.08423 -0.74622 -2.14840
15 C 2.45104 -0.07263 -3.92018
16 C 0.87030 -2.17316 -2.39681
17 C 0.56627 -3.03998 -1.06868
18 N 1.71081 0.72572 0.24076
19 C 1.33342 2.07207 0.78723
20 C 1.89499 2.41415 2.25358
21 C 1.84452 1.23374 3.32917
22 C 2.84820 1.36357 4.57379
23 C 2.91641 0.33454 5.76318
24 C 1.93075 -0.90310 5.74862
25 C 0.94600 -1.07878 4.52160
26 C 0.89659 -0.01810 3.33783
27 H -4.70363 2.58357 -2.44209
28 H -1.02476 5.19154 -3.22062
29 H -1.74637 5.72482 -1.60912
30 H 0.58348 3.48817 -1.83905
31 H 0.61014 5.20191 -1.15437
32 H -1.76530 3.97713 0.28591
33 H -0.13664 4.56316 0.93274
34 H -2.88479 2.33432 1.22899
35 H -2.31738 0.62647 1.93509
36 H -3.43369 1.29648 3.86543
37 H -1.89637 2.30519 4.17240
38 H -4.26966 3.57644 4.44489
39 H -3.02054 4.44385 3.39410
40 H -4.51631 3.50570 2.61435
41 H -0.79745 -0.07983 -1.71407
42 H -0.55917 1.68391 -2.18159
43 H 1.78818 1.68669 -1.75521
44 H 3.38533 -0.54712 -4.38892
45 H 1.51000 -0.19520 -4.59347
46 H 2.62849 1.07668 -3.85488
47 H 1.35686 -2.90252 -3.16710
48 H -0.09113 -1.75604 -2.91713
49 H -0.25601 -2.49131 -0.46987
50 H 0.16855 -4.07504 -1.43429
51 H 1.51870 -3.26446 -0.46562
52 H 2.74697 0.55820 0.23731
53 H 1.19252 -0.07766 0.63794
54 H 1.82684 2.85526 0.07310
55 H 3.02055 2.69973 2.11902
56 H 1.38687 3.40537 2.60363
57 H 3.57194 2.27496 4.63344
58 H 3.64934 0.52487 6.63544
59 H 1.96761 -1.63554 6.63548
60 H 0.22652 -1.98975 4.52663
61 H 0.14661 -0.15701 2.47535
62 C -6.26890 0.86828 5.04956
63 O -5.96470 2.04120 4.89509
64 N -7.34562 0.30782 4.45079
65 N -5.55559 0.02560 5.83343
66 H -7.61239 -0.65369 4.56505
67 H -7.90337 0.90320 3.85842
68 H -4.74519 0.40548 6.29766
69 H -5.78901 -0.94120 5.97334
70 C 1.70332 -6.02827 -3.55385
71 O 2.00812 -4.85020 -3.70228
72 N 0.63239 -6.58641 -4.16117
73 N 2.41189 -6.87150 -2.77013
74 H 0.36597 -7.54894 -4.05270
75 H 0.07768 -5.98913 -4.75504
76 H 3.21928 -6.49241 -2.29939
77 H 2.17903 -7.83941 -2.63560
78 C 4.45613 -3.50886 -6.50117
79 O 4.85830 -2.39478 -6.80451
80 N 3.73246 -3.74421 -5.38289
81 N 4.69974 -4.60484 -7.25820
82 H 3.39288 -4.64942 -5.11507
83 H 3.53044 -2.95323 -4.79299
84 H 5.23650 -4.47076 -8.10104
85 H 4.37841 -5.52760 -7.02661

Forces on the atoms, in the same order (eV/Å):
C 5.43 4.01 -0.78
C -5.70 -1.90 0.83
C -0.34 -0.59 -0.24
C -0.45 1.41 0.40
C 0.75 -0.55 0.51
C -0.59 0.67 1.84
O -0.44 -0.65 -2.56
C -2.02 -0.05 2.47
C -0.23 -0.33 -0.45
C 0.43 -0.16 1.12
O 2.38 0.41 -0.12
C -1.13 0.14 -1.40
C -1.73 1.02 -1.79
P 1.20 -0.48 -0.62
C -0.98 1.03 -0.32
C -0.72 -0.28 -0.77
C -0.45 -0.10 -0.95
N 0.19 0.35 -1.74
C -0.48 2.52 0.11
C 0.63 -0.20 -0.01
C 0.29 -2.48 3.61
C -1.62 -2.33 0.22
C -2.88 -0.25 -3.30
C 0.16 2.83 -3.07
C 2.21 2.64 0.57
C 2.39 0.60 2.52
H 2.64 0.67 0.37
H -0.53 -0.96 1.67
H 0.34 -1.95 -0.99
H -1.26 1.02 0.72
H -1.17 -1.68 -0.47
H 1.92 -0.26 -0.58
H -0.79 -1.41 -1.26
H 1.43 -1.09 0.83
H 0.55 2.11 -0.47
H 1.08 1.61 -0.81
H -1.41 -0.09 -1.04
H 0.88 -0.08 -1.74
H -1.19 -1.34 -0.32
H 1.46 0.02 1.17
H 1.12 1.66 0.95
H 0.86 -1.44 1.28
H -0.48 -1.73 1.30
H -1.54 0.57 0.80
H 1.77 0.03 1.00
H -0.14 -2.00 -0.03
H -0.60 1.52 1.30
H 1.48 -1.00 1.06
H 1.43 -1.11 -0.60
H 0.52 1.94 0.80
H -1.48 0.63 -0.82
H -1.05 -0.11 0.53
H 0.54 0.53 0.40
H -0.68 -1.61 1.21
H -1.94 -0.61 0.24
H 0.65 -2.04 -0.51
H -1.50 -1.80 -0.25
H -1.42 -0.43 -1.69
H -0.23 1.21 -1.77
H 1.41 1.88 -0.15
H 1.13 0.21 1.69
C 0.02 0.47 -0.04
O -0.05 -0.17 0.03
N -0.70 -0.07 -0.57
N 0.75 -0.32 0.52
H 0.03 0.12 0.02
H 0.11 -0.15 0.17
H -0.22 -0.10 -0.07
H -0.01 0.12 -0.01
C -0.17 -0.29 0.14
O -0.16 -0.06 0.22
N -0.60 0.17 -0.47
N 0.63 -0.03 0.46
H 0.05 0.09 0.00
H 0.10 -0.18 0.10
H -0.16 -0.13 -0.08
H 0.01 0.10 -0.04
C 0.10 0.57 0.11
O -0.01 0.02 -0.02
N 0.02 0.19 0.21
N 0.34 -0.53 -0.75
H -0.07 0.27 0.09
H 0.00 -0.33 -0.10
H -0.13 -0.05 0.20
H 0.03 0.13 -0.01